17
Properties=species:S:1:pos:R:3:forces:R:3:nbo_charge:R:1 method="wB97M-V/def2-TZVPD" e_tot_ev=-7415.8178 orbital_gap_ev=9.52 relative_energy_kcal_mol=120.3 smiles=C1[C@@H]2CC3(CC3)[C@H]12 homo_ha=-0.3082 molar_mass_g_mol=94.157
C 1.674056 0.858236 0.616475 -0.146 0.216 -0.015 -0.423
C 1.603752 -0.629696 0.306879 0.045 -0.310 -0.145 -0.216
C 0.552502 -0.976301 -0.725867 0.151 -0.121 -0.532 -0.404
C -0.502801 -0.157431 -0.025071 0.441 0.291 -0.505 -0.019
C -2.003043 -0.357713 -0.108837 0.273 -0.140 0.221 -0.425
C -1.358583 0.927412 -0.570162 0.195 0.183 -0.153 -0.436
C 0.673560 0.003247 1.295056 -1.483 0.229 -1.656 -0.306
H 1.311943 1.580525 -0.111330 0.180 -0.084 -0.066 0.209
H 2.568424 1.184068 1.151306 -0.354 -0.166 0.097 0.225
H 2.462819 -1.267239 0.512820 -0.202 0.120 0.158 0.212
H 0.312011 -2.042892 -0.675827 0.006 0.116 -0.126 0.213
H 0.742939 -0.683012 -1.758147 0.153 -0.154 -0.236 0.194
H -2.374823 -1.051298 -0.868761 0.279 0.143 0.250 0.219
H -2.643119 -0.319124 0.774022 0.281 0.055 -0.090 0.218
H -1.284840 1.132971 -1.634198 -0.124 0.004 0.065 0.214
H -1.531496 1.808172 0.048988 0.111 -0.171 -0.110 0.220
H -0.346887 -0.124660 1.589992 0.195 -0.212 2.842 0.306

***

193
Properties=species:S:1:pos:R:3:forces:R:3:mulliken_charge:R:1 method="wB97M-V/def2-TZVPD" e_tot_ev=-95828.6579 orbital_gap_ev=9.06 relative_energy_kcal_mol=143.7 homo_ha=-0.3311 molar_mass_g_mol=1050.514
C 0.293827 5.858696 5.473548 -0.515 0.251 1.403 -0.362
C -0.953783 6.411466 6.208238 0.596 1.162 0.555 -0.223
O -1.033283 6.081946 7.572048 0.381 -1.205 0.741 -0.494
O 0.211817 6.119206 4.117448 0.057 -0.095 -0.942 -0.495
H 0.445287 4.802446 5.696018 -0.249 -0.428 -0.047 0.284
H 1.196627 6.328646 5.863668 -0.089 0.291 0.011 0.261
H -1.918903 6.195246 5.750088 0.187 -0.141 -0.620 0.259
H -0.831333 7.484596 6.354868 -0.200 0.290 -1.173 0.203
H -0.791623 5.155666 7.644138 -0.094 -0.244 0.365 0.285
H -0.333223 5.426736 3.736638 -0.080 0.092 -0.305 0.286
C -2.858583 -4.092224 4.256468 -0.113 1.566 0.252 -0.133
C -3.842733 -3.149514 4.993248 -0.426 -1.671 0.845 -0.524
O -3.544633 -3.014664 6.432418 0.036 0.842 -1.699 -0.541
O -3.068933 -5.381544 4.737918 -0.268 -0.884 0.939 -0.536
H -1.862173 -3.725644 4.503228 0.352 -0.219 -0.108 0.182
H -3.002433 -4.017854 3.178568 -0.111 0.058 -0.095 0.309
H -4.802083 -3.650664 4.864408 -0.301 -0.085 0.297 0.279
H -4.018933 -2.185474 4.516078 0.805 0.245 0.417 0.360
H -3.714993 -3.819304 6.927508 -0.134 -0.315 -0.534 0.306
H -2.989733 -6.105984 4.112998 0.189 0.455 -0.358 0.292
C -4.140103 -5.979474 -2.548442 -0.826 -0.525 -0.004 -0.434
C -4.205273 -7.315774 -3.313912 1.638 1.220 -1.445 -0.324
O -3.095753 -8.104544 -2.853742 -0.701 -0.278 0.802 -0.496
O -4.686703 -6.202564 -1.271652 -0.217 0.093 0.851 -0.532
H -4.764373 -5.194914 -2.976062 -0.101 -0.254 -0.407 0.284
H -3.154513 -5.531904 -2.420412 0.385 -0.451 -0.525 0.285
H -3.976703 -7.197324 -4.373072 -0.199 0.682 -0.329 0.321
H -5.205963 -7.747444 -3.333432 0.056 -0.306 0.947 0.298
H -3.138323 -8.971444 -3.263962 -0.021 -0.065 -0.004 0.282
H -4.070883 -6.765704 -0.797062 0.016 -0.121 0.157 0.316
C -6.863933 3.396196 5.332968 0.654 -0.055 2.814 -0.345
C -5.721503 2.931936 6.309408 -0.375 -1.335 -0.554 -0.411
O -4.421533 3.024086 5.742098 -0.052 0.791 -0.392 -0.501
O -6.848473 4.807436 5.384278 0.092 0.822 -1.853 -0.518
H -7.824173 3.098436 5.754118 -0.038 -0.581 0.220 0.260
H -6.851273 2.948036 4.339448 0.590 0.702 -0.147 0.296
H -5.775813 1.888926 6.621288 -0.846 -0.323 -0.150 0.315
H -5.824593 3.478016 7.247098 0.054 0.521 -0.076 0.323
H -3.779883 3.082466 6.453778 -0.013 0.012 0.015 0.280
H -6.973423 5.170196 6.264288 -0.047 -0.552 0.105 0.295
C 0.527267 -10.247084 1.382468 0.095 0.284 0.756 -1.361
C 0.098027 -8.821304 1.849028 1.170 0.082 -0.787 0.419
C 1.012317 -7.654984 1.304978 0.039 -1.425 0.959 -0.654
O 2.356997 -7.703354 1.762108 -0.036 -0.594 0.631 -0.332
C 2.548197 -7.668694 3.194928 0.034 0.365 -0.987 -0.680
N -1.229213 -8.536384 1.365188 -1.246 -0.258 -0.388 -0.622
H 0.599547 -10.339694 0.298818 -0.054 0.189 -0.049 0.298
H -0.230453 -10.941394 1.745658 -0.299 -0.039 -0.187 0.447
H 1.435007 -10.661514 1.821058 0.337 0.482 -0.018 0.328
H 0.023037 -8.800774 2.936258 0.221 0.015 0.034 0.191
H 0.586197 -6.676734 1.527628 -0.327 0.008 0.004 0.353
H 1.048077 -7.835604 0.230648 0.147 0.379 -0.127 0.319
H 1.864507 -8.291134 3.772188 -0.069 -0.134 -0.234 0.298
H 2.448847 -6.638554 3.537058 -0.018 0.114 0.166 0.280
H 3.568437 -8.009964 3.370218 -0.080 0.054 -0.015 0.237
H -1.266373 -8.533934 0.355868 0.583 0.702 -0.597 0.231
H -1.752583 -9.394884 1.460888 -0.530 -0.178 0.825 0.254
C 11.522517 2.009826 4.369978 -1.448 -0.857 1.511 -1.409
C 11.551657 2.795436 3.124298 -0.975 0.246 -1.394 0.515
C 10.212157 3.585546 2.738678 0.441 -1.758 0.409 -0.703
O 9.206047 2.559976 2.699878 0.055 0.325 -0.505 -0.251
C 7.958127 3.025286 2.199988 0.435 -0.334 0.085 -0.743
N 12.677907 3.672076 3.169628 0.697 1.676 -0.363 -0.728
H 10.629927 1.404006 4.526018 -0.279 0.044 -0.293 0.329
H 11.525107 2.718436 5.198208 0.387 -0.205 0.385 0.324
H 12.329877 1.278536 4.408498 0.365 0.408 0.152 0.361
H 11.713447 2.072266 2.324958 -0.166 0.213 -0.447 0.206
H 10.276457 4.073036 1.765888 0.411 -0.160 -0.232 0.386
H 9.888517 4.370596 3.422068 0.327 0.056 0.580 0.353
H 7.376857 2.188126 1.813438 0.075 -0.243 0.401 0.238
H 8.087287 3.666486 1.328048 0.103 0.449 0.117 0.313
H 7.423887 3.513676 3.014948 -0.268 0.273 -0.204 0.253
H 13.557697 3.223646 3.381718 -0.039 -0.541 -0.285 0.274
H 12.563777 4.286556 3.963038 -0.130 0.407 0.089 0.280
C -10.562783 7.417446 0.349948 0.953 0.230 -0.978 -1.306
C -10.105363 6.062216 -0.182402 0.001 -0.297 0.024 0.447
C -8.563823 5.795346 -0.138392 -1.221 0.160 -0.081 -0.699
O -7.997133 6.519126 -1.204402 0.356 0.625 -0.244 -0.288
C -6.581953 6.505666 -1.380922 -0.378 -0.401 0.758 -0.710
N -10.820723 5.012076 0.500298 0.242 -1.365 0.683 -0.710
H -11.527613 7.689236 -0.078222 -0.044 0.007 0.133 0.349
H -9.818893 8.136946 0.007838 -0.160 0.469 0.148 0.338
H -10.619043 7.429726 1.438428 0.066 -0.073 -0.014 0.316
H -10.373033 5.886036 -1.224242 0.083 0.673 -0.256 0.238
H -8.453293 4.717816 -0.260032 0.267 -0.194 -0.065 0.399
H -8.165683 6.090196 0.832518 0.282 0.138 0.180 0.327
H -6.310203 7.253056 -2.126352 -0.245 -0.335 -0.192 0.246
H -6.244373 5.496306 -1.616152 0.053 -0.069 -0.538 0.271
H -6.016833 6.757956 -0.483652 -0.250 0.264 0.444 0.304
H -11.820803 5.151556 0.521988 -0.042 0.209 -0.245 0.245
H -10.536713 4.967386 1.468518 0.049 -0.050 0.248 0.235
C 8.837017 -6.715554 -2.334032 1.667 -0.416 1.192 -1.486
C 8.005517 -6.339354 -1.105662 0.199 -0.720 -1.787 0.469
C 8.221467 -4.866504 -0.753662 -0.501 -0.247 0.740 -0.641
O 9.491847 -4.655534 -0.158722 0.700 -0.660 -0.712 -0.316
C 9.858867 -3.298484 0.062748 -0.490 -0.734 -0.276 -0.687
N 6.643797 -6.676644 -1.576402 -0.452 0.960 0.996 -0.624
H 8.698447 -7.775874 -2.545292 -0.354 0.079 -0.481 0.451
H 9.891277 -6.691114 -2.058252 0.226 0.336 -0.090 0.367
H 8.709877 -6.058164 -3.194132 -0.397 -0.179 0.067 0.281
H 8.244827 -6.974924 -0.253082 0.472 0.108 0.118 0.312
H 7.475337 -4.615324 0.000198 -0.436 0.422 -0.046 0.322
H 8.064207 -4.286664 -1.663142 0.062 0.327 -0.037 0.289
H 9.171577 -2.946934 0.832268 0.211 0.766 -0.021 0.281
H 9.833437 -2.728144 -0.865782 -0.518 0.232 -0.067 0.303
H 10.903817 -3.233574 0.366018 -0.164 -0.406 0.401 0.240
H 6.663027 -7.546384 -2.089532 0.180 0.021 -0.085 0.241
H 6.071577 -6.865684 -0.765892 -0.445 0.133 0.057 0.208
C -9.833023 1.375496 -5.354122 -0.305 -0.905 0.043 -1.398
C -8.793883 2.188326 -6.065412 1.385 -1.328 0.979 0.435
C -7.412053 1.590556 -5.788192 0.514 -1.001 1.217 -0.773
O -7.347673 0.237186 -6.281232 -0.799 0.531 -0.127 -0.344
C -6.084273 -0.301714 -6.468842 0.466 -1.134 -0.118 -0.782
N -8.894393 2.000756 -7.482862 -0.694 1.025 -1.008 -0.842
H -10.833503 1.630706 -5.703382 -0.042 0.242 0.505 0.367
H -9.682483 1.337656 -4.275232 -0.418 0.640 0.115 0.352
H -9.700613 0.324636 -5.611532 0.035 -0.089 -0.384 0.271
H -8.751233 3.210356 -5.688932 -0.285 0.240 -0.480 0.375
H -7.234643 1.492496 -4.717212 0.469 0.543 0.223 0.379
H -6.655863 2.156716 -6.332022 0.256 0.312 0.341 0.410
H -6.185883 -1.205814 -7.069152 -0.270 0.144 -0.434 0.264
H -5.645333 -0.730414 -5.567932 0.156 0.572 0.568 0.274
H -5.367943 0.345796 -6.974512 -0.026 0.326 0.069 0.301
H -8.518883 1.066516 -7.562152 -0.389 -0.489 -0.682 0.419
H -8.121033 2.553826 -7.823642 -0.051 0.379 -0.819 0.291
C -1.180293 8.171906 -9.412782 0.089 -0.209 0.251 -1.260
C -1.903873 6.853366 -9.521312 -1.879 -0.752 0.638 0.574
C -2.793443 6.543016 -8.214032 -0.100 1.345 -1.295 -0.763
O -2.101733 6.708436 -6.995672 0.758 -1.243 0.255 -0.337
C -1.309663 5.568796 -6.632282 0.467 0.333 -0.431 -0.740
N -2.766123 6.833986 -10.740202 0.118 0.117 0.400 -0.754
H -0.694803 8.385086 -10.365122 0.413 0.031 0.170 0.384
H -0.486553 8.079106 -8.577202 0.337 0.235 -0.262 0.302
H -1.813983 9.029236 -9.185782 -0.369 -0.225 -0.038 0.319
H -1.227453 6.002876 -9.606282 0.608 0.176 0.225 0.190
H -3.349513 5.618106 -8.367112 0.579 -0.803 0.354 0.337
H -3.632703 7.229296 -8.101112 0.199 0.600 -0.539 0.367
H -0.693993 5.738456 -5.748962 -0.841 0.385 0.529 0.292
H -0.494053 5.372366 -7.328182 -0.263 -0.099 -0.797 0.282
H -1.932023 4.678436 -6.542672 0.013 -0.047 0.169 0.309
H -2.204633 7.137346 -11.523002 0.176 0.544 -0.065 0.239
H -2.970323 5.889836 -11.035132 -0.306 -0.390 0.438 0.259
C 6.187697 2.869166 7.929388 0.492 -0.834 -0.486 -1.361
C 4.893237 2.132716 7.995728 -0.992 -1.114 1.261 0.675
C 4.778507 0.800916 7.234718 0.216 0.825 -0.151 -0.840
O 3.390537 0.572666 7.063638 -0.126 -1.283 0.372 -0.285
C 3.082277 -0.789504 6.718138 0.017 0.455 0.239 -0.765
N 4.684347 1.739316 9.408988 -0.026 0.043 0.383 -0.766
H 6.109027 3.777646 8.526528 0.243 0.207 -0.472 0.365
H 6.447207 2.965476 6.875118 0.094 0.867 0.030 0.281
H 6.978097 2.245966 8.347688 0.025 0.001 0.244 0.341
H 4.062807 2.772576 7.697298 -0.005 0.096 -0.535 0.254
H 5.269907 0.029636 7.827808 -0.188 -0.198 0.276 0.393
H 5.304767 0.792656 6.280218 -0.053 0.296 -0.412 0.394
H 3.254527 -0.916814 5.649398 -0.169 -0.287 -0.050 0.287
H 2.065147 -1.041254 7.018408 -0.276 0.590 -0.448 0.270
H 3.635977 -1.540944 7.281038 0.719 0.242 0.043 0.316
H 4.581967 2.540426 10.015478 0.202 0.332 -0.011 0.216
H 3.813507 1.242776 9.532178 -0.179 -0.229 -0.295 0.225
C -2.772393 0.829636 -0.263182 0.080 -1.397 -0.139 -1.383
C -1.762703 0.164836 0.719788 -0.191 -1.098 -1.804 0.503
C -0.504273 -0.418394 -0.032632 -2.344 -0.036 1.261 -0.760
O 0.334797 -1.008854 0.980948 -0.509 0.676 -0.795 -0.219
C 1.520107 -1.601974 0.508998 0.732 0.812 0.104 -0.783
N -1.344253 1.238046 1.500238 1.243 2.209 2.271 -0.696
H -3.636843 1.198956 0.288578 0.197 0.351 0.070 0.371
H -3.199553 0.154386 -1.004562 0.124 -0.340 0.000 0.364
H -2.268143 1.613046 -0.828962 -0.064 0.207 0.315 0.373
H -2.179483 -0.598824 1.376468 -0.484 -0.575 -0.493 0.257
H -0.251303 0.470246 -0.610932 1.575 -0.036 0.166 0.275
H -0.863453 -1.164264 -0.741702 0.202 -0.372 -0.041 0.361
H 1.355377 -2.323844 -0.290922 -0.030 -0.078 -0.008 0.297
H 2.099507 -2.026874 1.328658 -0.671 -0.506 0.261 0.257
H 2.217877 -0.822234 0.203638 -0.033 0.201 -0.746 0.318
H -0.756673 0.950356 2.269708 0.587 -0.308 -0.125 0.243
H -2.117553 1.640066 2.010638 -0.425 0.280 -0.278 0.224
C 2.210027 -4.793884 -5.300472 0.190 -0.209 -0.919 -1.328
C 3.510657 -4.253114 -5.892632 -1.026 0.632 1.565 0.430
C 3.863617 -2.950674 -5.131152 -0.029 0.701 -1.745 -0.723
O 2.883727 -1.904404 -5.390022 0.667 -1.055 1.168 -0.320
C 3.217507 -0.666354 -4.769242 0.409 -0.063 -1.471 -0.749
N 4.590967 -5.200294 -5.731282 0.680 0.118 -0.085 -0.736
H 1.408947 -4.054894 -5.317042 0.167 0.092 0.098 0.325
H 2.413417 -5.112134 -4.278002 -0.191 -0.101 0.047 0.293
H 1.889387 -5.631984 -5.919232 -0.105 -0.249 0.301 0.353
H 3.450367 -4.096344 -6.969612 -0.338 0.445 0.074 0.331
H 4.836357 -2.667234 -5.533062 0.243 0.656 -0.369 0.365
H 4.131327 -3.128224 -4.089562 -0.880 -0.101 0.507 0.383
H 4.114667 -0.302244 -5.269862 0.550 0.094 0.321 0.323
H 3.381017 -0.706664 -3.692322 -0.259 -0.129 0.054 0.281
H 2.478487 0.068546 -5.088412 -0.392 -0.223 0.515 0.263
H 5.392337 -4.623504 -5.943942 0.748 -0.372 -0.483 0.269
H 4.770757 -5.414154 -4.760692 -0.418 -0.257 0.471 0.232